No. 1
{"formula": "C32H48N2O3S", "method": "ωB97M-V with the def2-TZVPD basis set", "symbols": ["C", "C", "O", "O", "C", "C", "C", "C", "C", "C", "C", "C", "C", "C", "C", "C", "C", "C", "C", "C", "C", "C", "O", "N", "C", "C", "C", "C", "N", "C", "C", "C", "C", "C", "C", "C", "C", "S", "H", "H", "H", "H", "H", "H", "H", "H", "H", "H", "H", "H", "H", "H", "H", "H", "H", "H", "H", "H", "H", "H", "H", "H", "H", "H", "H", "H", "H", "H", "H", "H", "H", "H", "H", "H", "H", "H", "H", "H", "H", "H", "H", "H", "H", "H", "H", "H"], "xyz": [[1.21, -4.44, 0.71], [2.34, -4.43, -0.38], [2.85, -5.49, -0.64], [2.71, -3.24, -1.03], [4.07, -2.87, -0.69], [4.69, -1.86, -1.75], [4.32, -0.36, -1.47], [5.43, 0.68, -1.89], [4.85, 2.12, -2.29], [4.83, 3.13, -1.07], [3.48, 4.00, -0.97], [2.79, 3.82, 0.46], [1.24, 3.64, 0.42], [0.46, 4.67, 1.14], [-1.00, 4.66, 1.20], [-1.68, 3.58, 0.46], [-1.00, 2.54, -0.29], [0.50, 2.59, -0.28], [1.27, 1.44, -1.05], [1.31, 0.20, -0.03], [2.00, 0.56, 1.35], [2.18, -0.71, 2.28], [0.89, -1.06, 2.81], [-1.61, 1.47, -1.05], [-2.90, 1.04, -0.56], [-3.28, -0.37, -0.88], [-2.35, -1.33, -1.69], [-1.23, -2.04, -0.83], [-0.03, -2.21, -1.71], [-4.58, -0.91, -0.47], [-5.57, -0.10, 0.28], [-6.93, -0.75, 0.67], [-6.86, -1.67, 1.96], [-5.73, -2.77, 1.91], [-6.58, -0.74, 3.22], [-5.18, 1.27, 0.58], [-3.88, 1.83, 0.17], [-3.49, 3.58, 0.53], [1.53, -5.00, 1.63], [0.35, -5.03, 0.29], [0.82, -3.41, 0.95], [4.15, -2.45, 0.35], [4.69, -3.81, -0.77], [4.25, -2.17, -2.74], [5.79, -2.07, -1.79], [4.11, -0.23, -0.38], [3.40, -0.13, -2.09], [5.89, 0.29, -2.85], [6.27, 0.76, -1.15], [5.55, 2.50, -3.08], [3.85, 2.00, -2.79], [5.72, 3.82, -1.21], [5.03, 2.56, -0.13], [3.82, 5.07, -1.11], [2.82, 3.72, -1.83], [3.30, 3.00, 1.04], [3.02, 4.77, 1.02], [0.99, 5.50, 1.66], [-1.53, 5.47, 1.75], [2.33, 1.70, -1.26], [0.74, 1.16, -2.00], [0.23, -0.03, 0.20], [1.74, -0.72, -0.50], [1.38, 1.29, 1.94], [3.04, 0.94, 1.15], [2.80, -0.40, 3.17], [2.67, -1.57, 1.76], [0.37, -1.53, 2.14], [-1.61, 1.65, -2.06], [-1.94, -0.74, -2.56], [-3.03, -2.11, -2.15], [-1.61, -3.09, -0.62], [-1.02, -1.48, 0.11], [0.22, -3.20, -1.69], [-0.27, -2.04, -2.69], [-4.91, -1.96, -0.72], [-7.22, -1.42, -0.19], [-7.74, 0.02, 0.77], [-7.84, -2.22, 2.08], [-4.70, -2.33, 1.86], [-5.80, -3.43, 2.82], [-5.82, -3.46, 1.02], [-6.50, -1.37, 4.14], [-5.59, -0.24, 3.02], [-7.41, 0.00, 3.27], [-5.89, 1.93, 1.14]], "mulliken_charge": [-0.666, 0.548, -0.559, -0.169, -0.450, -0.971, 0.910, -1.084, -0.704, -0.805, -0.937, -0.738, 0.986, -1.117, -1.190, 0.808, -1.090, 0.653, 1.126, 0.546, -0.243, -0.339, -0.633, 0.166, -0.227, 0.760, -1.503, 0.096, -0.371, -0.949, 0.417, -1.275, 0.444, -1.224, -1.192, -0.514, 0.435, -0.442, 0.379, 0.317, 0.007, 0.193, 0.514, 0.231, 0.326, -0.438, 0.181, 0.380, 0.353, 0.517, 0.414, 0.393, 0.428, 0.458, 0.539, 0.275, 0.491, 0.300, 0.338, -1.782, 0.440, -0.109, 0.076, 0.333, -0.202, 0.426, -0.048, 0.274, 0.293, 0.482, 0.429, 0.369, 0.042, 0.199, 0.227, 0.203, 0.355, 0.408, 0.315, 0.225, 0.410, 0.276, 0.406, 0.237, 0.307, 0.312], "charge": 0, "e_tot_ha": -1981.415086}

=====

No. 2
{"formula": "C32H49N2O3Re", "method": "ωB97M-V with the def2-TZVPD basis set", "symbols": ["Re", "C", "C", "C", "C", "C", "C", "C", "N", "C", "C", "C", "C", "C", "C", "O", "C", "C", "C", "C", "C", "C", "C", "C", "C", "O", "C", "C", "C", "C", "C", "C", "H", "H", "H", "H", "H", "H", "H", "H", "H", "H", "H", "H", "H", "H", "H", "H", "H", "H", "H", "H", "H", "H", "H", "H", "H", "H", "H", "H", "H", "H", "H", "H", "H", "H", "H", "H", "H", "H", "H", "H", "C", "N", "C", "C", "C", "O", "H", "H", "H", "H", "H", "H", "H", "H", "H"], "xyz": [[0.28, -1.35, 0.70], [-6.76, 1.52, 0.31], [-5.38, 2.13, 0.55], [-5.33, 2.63, 1.99], [-5.22, 3.32, -0.43], [-4.26, 1.17, 0.23], [-2.96, 1.39, 0.70], [-1.95, 0.48, 0.44], [-0.61, 0.47, 0.80], [0.23, 1.53, 1.13], [-0.06, 2.85, 1.46], [0.96, 3.73, 1.83], [2.29, 3.29, 1.75], [2.65, 2.00, 1.39], [1.60, 1.10, 1.10], [1.75, -0.16, 0.75], [4.10, 1.59, 1.20], [4.27, 1.53, -0.34], [4.42, 0.22, 1.80], [5.10, 2.60, 1.76], [0.63, 5.14, 2.30], [0.22, 5.92, 1.02], [1.81, 5.89, 2.92], [-0.54, 5.14, 3.28], [-2.27, -0.73, -0.29], [-1.30, -1.60, -0.37], [-3.55, -0.90, -0.89], [-4.50, 0.06, -0.59], [-3.84, -2.08, -1.79], [-2.87, -1.99, -3.00], [-3.59, -3.39, -1.03], [-5.27, -2.06, -2.34], [-7.53, 2.23, 0.60], [-6.94, 1.28, -0.74], [-6.90, 0.63, 0.92], [-6.20, 3.25, 2.18], [-5.37, 1.79, 2.68], [-4.45, 3.22, 2.21], [-6.07, 3.98, -0.31], [-4.30, 3.87, -0.23], [-5.19, 2.97, -1.46], [-2.77, 2.26, 1.31], [-1.08, 3.20, 1.44], [3.06, 4.00, 2.00], [3.69, 0.73, -0.78], [3.99, 2.48, -0.80], [5.32, 1.34, -0.56], [3.85, -0.59, 1.36], [5.47, 0.00, 1.62], [4.25, 0.23, 2.88], [5.08, 3.54, 1.22], [4.92, 2.79, 2.82], [6.09, 2.18, 1.67], [1.01, 5.90, 0.28], [-0.69, 5.51, 0.59], [0.04, 6.96, 1.30], [2.56, 6.15, 2.18], [1.45, 6.83, 3.35], [2.27, 5.33, 3.72], [-1.46, 4.79, 2.82], [-0.33, 4.51, 4.15], [-0.72, 6.15, 3.64], [-5.48, -0.08, -1.00], [-1.84, -2.01, -2.66], [-3.03, -2.83, -3.67], [-3.05, -1.07, -3.55], [-2.56, -3.47, -0.71], [-4.25, -3.46, -0.17], [-3.80, -4.24, -1.68], [-5.47, -1.16, -2.91], [-5.41, -2.91, -3.01], [-6.00, -2.15, -1.55], [-1.15, -2.04, 5.51], [-0.45, -2.06, 4.24], [0.76, -1.27, 4.18], [-0.89, -2.76, 3.21], [-2.10, -3.60, 3.36], [-0.29, -2.72, 2.08], [-0.71, -1.27, 6.14], [-1.04, -2.99, 6.04], [-2.21, -1.83, 5.38], [1.39, -1.49, 5.04], [0.51, -0.20, 4.18], [1.34, -1.50, 3.29], [-2.00, -4.27, 4.21], [-2.26, -4.19, 2.46], [-2.98, -2.99, 3.55]], "mulliken_spin": [1.012, 0.000, 0.001, 0.001, 0.002, -0.003, -0.006, 0.002, -0.010, 0.008, -0.024, -0.009, -0.040, -0.011, -0.007, 0.003, -0.003, 0.000, 0.002, 0.000, 0.002, 0.001, -0.001, 0.000, 0.042, 0.044, 0.005, -0.007, -0.003, 0.001, -0.001, 0.001, 0.000, 0.000, 0.000, 0.000, 0.000, 0.000, 0.000, 0.000, 0.000, -0.002, -0.001, -0.001, 0.000, -0.001, 0.000, -0.002, 0.001, 0.000, 0.000, 0.000, 0.000, 0.000, 0.000, 0.000, 0.000, 0.000, 0.000, 0.000, 0.000, 0.000, 0.000, -0.002, 0.000, 0.000, -0.001, 0.000, 0.000, 0.000, 0.000, 0.000, 0.000, -0.007, 0.006, 0.017, -0.001, -0.007, 0.000, 0.000, 0.000, 0.001, -0.003, 0.004, 0.000, 0.000, 0.000], "charge": 3, "multiplicity": 2, "s_squared": 0.8041, "e_tot_ha": -1661.188861}